# 1
{
  "formula": "C45H49MoN5O2P2S3",
  "method": "wB97M-V/def2-TZVPD",
  "elements": ["Mo", "C", "P", "C", "N", "C", "C", "C", "C", "C", "C", "N", "C", "P", "C", "C", "C", "C", "C", "C", "C", "C", "C", "H", "H", "H", "H", "H", "H", "H", "H", "H", "H", "H", "H", "H", "H", "H", "H", "H", "H", "H", "H", "H", "H", "H", "H", "H", "H", "H", "H", "N", "C", "S", "C", "C", "C", "N", "C", "C", "H", "H", "H", "H", "H", "H", "O", "S", "O", "N", "C", "S", "C", "C", "C", "C", "C", "C", "H", "H", "H", "H", "C", "C", "C", "C", "C", "C", "C", "C", "C", "C", "C", "C", "C", "C", "H", "H", "H", "H", "H", "H", "H", "H", "H", "H", "H"],
  "coordinates": [[0.00, 0.22, -0.39], [2.19, 0.36, 2.75], [0.54, -0.09, 2.10], [0.70, -1.90, 2.15], [1.54, -2.40, 3.01], [1.75, -3.73, 3.05], [2.68, -4.29, 3.94], [2.88, -5.64, 3.93], [2.16, -6.48, 3.05], [1.24, -5.97, 2.18], [1.01, -4.58, 2.16], [0.16, -4.03, 1.28], [0.00, -2.74, 1.23], [-0.97, -2.04, -0.16], [-2.69, -2.14, 0.46], [-0.98, -3.40, -1.47], [0.45, -3.82, -1.79], [-1.63, -2.82, -2.72], [-1.76, -4.62, -0.98], [-0.53, 0.28, 3.64], [0.07, -0.35, 4.90], [-0.60, 1.80, 3.82], [-1.93, -0.28, 3.41], [2.96, -0.11, 2.14], [2.27, -0.03, 3.76], [2.34, 1.44, 2.75], [3.22, -3.64, 4.61], [3.60, -6.08, 4.60], [2.34, -7.54, 3.08], [0.69, -6.60, 1.50], [-2.83, -3.12, 0.92], [-3.39, -2.02, -0.37], [-2.88, -1.37, 1.21], [1.08, -2.99, -2.11], [0.44, -4.54, -2.60], [0.92, -4.31, -0.93], [-1.08, -1.95, -3.08], [-2.67, -2.54, -2.56], [-1.61, -3.56, -3.52], [-1.40, -4.96, -0.02], [-1.61, -5.43, -1.69], [-2.83, -4.44, -0.92], [0.89, 0.24, 5.30], [0.43, -1.37, 4.73], [-0.69, -0.40, 5.67], [0.38, 2.25, 3.83], [-1.08, 2.03, 4.77], [-1.20, 2.26, 3.04], [-1.90, -1.36, 3.32], [-2.38, 0.17, 2.52], [-2.56, -0.03, 4.26], [-4.51, 5.38, -0.69], [-3.49, 5.28, 0.16], [-3.08, 6.50, 1.20], [-2.74, 4.03, 0.23], [-3.32, 2.77, 0.03], [-2.55, 1.64, 0.14], [-1.22, 1.66, 0.40], [-0.68, 2.86, 0.68], [-1.38, 4.04, 0.60], [-5.06, 6.22, -0.72], [-4.73, 4.65, -1.36], [-4.37, 2.67, -0.19], [-3.00, 0.66, -0.01], [0.37, 2.85, 0.98], [-0.90, 4.98, 0.82], [2.49, -1.77, -3.09], [2.03, -0.44, -3.34], [2.91, 0.65, -3.05], [0.59, -0.16, -2.44], [-0.29, 0.39, -3.25], [-1.70, 0.93, -2.51], [0.02, 0.43, -4.66], [-0.74, 0.95, -5.71], [-0.25, 0.81, -7.00], [0.94, 0.15, -7.25], [1.73, -0.33, -6.20], [1.26, -0.16, -4.93], [-1.67, 1.45, -5.50], [-0.83, 1.22, -7.82], [1.28, 0.03, -8.26], [2.66, -0.83, -6.39], [6.58, -2.58, -1.16], [5.64, -3.35, -0.49], [4.38, -2.84, -0.23], [4.04, -1.54, -0.61], [4.99, -0.77, -1.30], [6.24, -1.29, -1.57], [2.69, -1.10, -0.32], [2.11, 0.11, -0.30], [2.74, 1.41, -0.34], [2.06, 2.47, -0.96], [2.59, 3.75, -0.97], [3.79, 4.01, -0.33], [4.47, 2.98, 0.30], [3.96, 1.70, 0.30], [7.56, -2.97, -1.36], [5.88, -4.36, -0.19], [3.65, -3.45, 0.28], [4.73, 0.21, -1.67], [6.96, -0.70, -2.12], [2.03, -1.95, -0.12], [1.15, 2.26, -1.54], [2.06, 4.55, -1.47], [4.20, 5.01, -0.33], [5.41, 3.19, 0.80], [4.51, 0.91, 0.79]],
  "charge": 2,
  "de_lowest_kcal_mol": 20.64,
  "largest_force_ev_per_a": 2.0,
  "total_energy_ev": -111931.612,
  "multiplicity": 3,
  "orbital_gap_ha": [0.22935, 0.19990]
}

---

# 2
{
  "formula": "C30H78O30P6",
  "method": "wB97M-V/def2-TZVPD",
  "elements": ["C", "O", "P", "O", "O", "C", "O", "C", "H", "H", "H", "H", "H", "H", "H", "H", "H", "C", "O", "P", "O", "O", "C", "O", "C", "H", "H", "H", "H", "H", "H", "H", "H", "H", "C", "O", "P", "O", "O", "C", "O", "C", "H", "H", "H", "H", "H", "H", "H", "H", "H", "C", "O", "P", "O", "O", "C", "O", "C", "H", "H", "H", "H", "H", "H", "H", "H", "H", "C", "O", "P", "O", "O", "C", "O", "C", "H", "H", "H", "H", "H", "H", "H", "H", "H", "C", "O", "P", "O", "O", "C", "O", "C", "H", "H", "H", "H", "H", "H", "H", "H", "H", "O", "C", "O", "C", "C", "C", "H", "H", "H", "H", "H", "H", "H", "H", "O", "C", "O", "C", "C", "C", "H", "H", "H", "H", "H", "H", "H", "H", "O", "C", "O", "C", "C", "C", "H", "H", "H", "H", "H", "H", "H", "H"],
  "coordinates": [[5.89, -4.49, 15.35], [4.73, -4.03, 14.80], [3.99, -4.72, 13.62], [2.63, -4.17, 13.49], [5.11, -4.48, 12.32], [4.77, -3.68, 11.19], [4.11, -6.35, 13.91], [3.29, -6.86, 15.01], [5.56, -4.69, 16.37], [6.57, -3.64, 15.27], [6.24, -5.46, 14.99], [3.76, -3.80, 10.83], [5.32, -4.23, 10.43], [5.12, -2.65, 11.07], [3.61, -7.88, 15.18], [2.23, -6.69, 14.80], [3.51, -6.22, 15.86], [-6.14, -2.58, -3.76], [-7.17, -2.52, -2.74], [-7.86, -3.94, -2.41], [-7.03, -5.17, -2.59], [-9.20, -3.96, -3.42], [-9.83, -5.15, -3.91], [-8.47, -3.60, -0.88], [-8.95, -2.32, -0.58], [-5.95, -1.64, -4.29], [-6.37, -3.24, -4.59], [-5.27, -2.71, -3.11], [-9.32, -6.10, -3.75], [-10.10, -5.00, -4.96], [-10.85, -5.14, -3.52], [-9.49, -1.81, -1.37], [-8.00, -1.83, -0.36], [-9.62, -2.42, 0.28], [2.40, 7.37, -7.49], [1.36, 8.01, -8.22], [1.80, 9.14, -9.30], [3.25, 9.28, -9.58], [1.20, 10.53, -8.67], [-0.14, 10.55, -8.26], [0.91, 8.90, -10.67], [1.18, 7.71, -11.45], [2.86, 8.15, -6.89], [3.18, 6.91, -8.09], [1.99, 6.62, -6.81], [-0.53, 11.56, -8.18], [-0.39, 10.20, -7.25], [-0.73, 9.98, -8.98], [0.38, 7.00, -11.22], [2.14, 7.22, -11.31], [1.01, 7.94, -12.51], [-3.46, 5.09, -4.66], [-2.62, 5.05, -3.49], [-3.06, 5.96, -2.22], [-3.05, 7.45, -2.33], [-4.53, 5.33, -1.96], [-5.49, 5.97, -1.04], [-2.10, 5.36, -0.99], [-0.95, 6.09, -0.76], [-3.39, 6.04, -5.19], [-4.53, 4.96, -4.47], [-3.45, 4.35, -5.46], [-6.38, 6.05, -1.66], [-5.23, 6.98, -0.73], [-5.57, 5.44, -0.09], [-1.32, 6.92, -0.17], [-0.45, 6.55, -1.62], [-0.25, 5.63, -0.06], [-0.35, -3.04, -10.64], [0.33, -4.27, -10.38], [0.23, -5.51, -11.42], [-1.16, -5.96, -11.78], [1.16, -6.57, -10.60], [0.79, -7.31, -9.48], [1.15, -5.05, -12.64], [1.63, -6.03, -13.56], [0.39, -2.29, -10.38], [-1.23, -2.95, -10.01], [-0.67, -2.84, -11.66], [1.63, -7.64, -8.87], [0.38, -8.25, -9.88], [0.06, -6.83, -8.83], [1.94, -5.47, -14.45], [0.90, -6.75, -13.93], [2.53, -6.55, -13.22], [-4.19, -0.11, 11.09], [-5.25, 0.29, 10.23], [-5.56, -0.48, 8.84], [-6.96, -0.11, 8.30], [-4.22, -0.22, 7.85], [-4.31, -0.70, 6.49], [-5.34, -2.00, 9.27], [-6.00, -2.53, 10.31], [-4.74, -0.50, 11.94], [-3.40, 0.63, 11.19], [-3.62, -0.89, 10.57], [-3.28, -1.03, 6.31], [-4.35, 0.12, 5.78], [-5.04, -1.46, 6.22], [-6.04, -3.57, 9.99], [-6.94, -2.12, 10.68], [-5.41, -2.53, 11.22], [4.22, -2.33, 1.31], [3.66, -1.31, 1.11], [2.96, -1.05, 0.00], [2.80, -1.99, -1.09], [2.91, -1.30, -2.35], [3.71, -0.10, 2.03], [1.94, -2.63, -0.90], [3.70, -2.61, -1.12], [2.12, -0.54, -2.35], [2.73, -1.99, -3.17], [3.83, -0.75, -2.53], [3.91, 0.73, 1.34], [4.62, -0.16, 2.62], [2.88, -0.06, 2.74], [0.25, -9.98, 2.15], [0.91, -9.08, 1.65], [0.77, -8.54, 0.43], [-0.38, -8.86, -0.42], [-0.25, -10.21, -1.11], [2.24, -8.82, 2.38], [-0.56, -8.07, -1.15], [-1.22, -8.84, 0.27], [-0.25, -11.01, -0.36], [0.53, -10.18, -1.88], [-1.18, -10.42, -1.64], [2.94, -8.54, 1.60], [2.64, -9.66, 2.94], [2.25, -7.95, 3.05], [8.71, 12.59, 0.66], [8.32, 12.30, 1.80], [8.18, 11.06, 2.41], [8.68, 9.82, 1.76], [8.56, 8.76, 2.88], [7.97, 13.42, 2.81], [9.74, 9.81, 1.50], [8.17, 9.60, 0.83], [7.48, 8.57, 2.88], [9.05, 8.81, 3.85], [8.96, 7.80, 2.57], [8.86, 13.66, 3.40], [7.13, 13.13, 3.43], [7.60, 14.30, 2.29]],
  "de_lowest_kcal_mol": 138.06,
  "largest_force_ev_per_a": 4.6,
  "total_energy_ev": -149540.052,
  "smiles": "COP(=O)(OC)OC.COP(=O)(OC)OC.COP(=O)(OC)OC.COP(=O)(OC)OC.COP(=O)(OC)OC.COP(=O)(OC)OC.CCOC(C)=O.CCOC(C)=O.CCOC(C)=O",
  "orbital_gap_ha": 0.37997
}